Record 1
C26H23F3HgIN3S | the ωB97M-V functional and the def2-TZVPD basis

Last column: Löwdin charge in e.
Positions of all 58 atoms, in Å:
Hg (-1.32020, -0.41569, 0.20595)  0.8613
C (4.82085, -1.87471, 2.17241)  -0.0499
C (3.74896, -0.78222, 2.32142)  -0.2385
C (2.69196, -0.94572, 3.23044)  -0.0300
C (1.68232, -0.02657, 3.36881)  -0.2746
C (0.59539, -0.04688, 4.44996)  -0.0409
C (1.74686, 1.06616, 2.51144)  -0.0266
C (2.87430, 1.33931, 1.73604)  -0.3011
C (3.04680, 2.59085, 0.96487)  -0.0645
C (3.88331, 0.44017, 1.68191)  -0.0447
H (5.80662, -1.45357, 2.04043)  0.0593
H (4.63080, -2.48379, 1.29900)  0.0635
H (4.90031, -2.50684, 3.08797)  0.0803
H (2.58420, -1.82209, 3.87417)  0.1141
H (0.80998, 0.61556, 5.30311)  0.0790
H (0.48380, -1.06852, 4.83491)  0.0735
H (-0.30197, 0.34373, 3.98725)  0.0642
H (0.86840, 1.74215, 2.38859)  0.1064
H (3.73151, 3.30724, 1.50198)  0.0959
H (2.13134, 3.18820, 0.82896)  0.0599
H (3.35796, 2.40571, -0.08134)  0.0867
H (4.70791, 0.65836, 1.00821)  0.1215
F (-5.44435, -4.87836, -0.26706)  0.1182
C (-4.15388, -4.86656, -0.64087)  -0.5905
F (-4.00455, -6.02327, -1.33781)  0.0979
F (-3.45035, -5.06435, 0.49933)  0.0633
C (-3.75953, -3.65443, -1.44082)  -0.1723
C (-4.56162, -3.39173, -2.56956)  -0.1157
C (-4.38853, -2.27349, -3.33808)  -0.1345
C (-3.37273, -1.42136, -2.95165)  -0.2452
N (-2.63788, -1.64158, -1.89020)  -0.1055
C (-2.73377, -2.75937, -1.12595)  -0.7472
S (-1.59287, -2.85038, 0.22012)  0.4408
H (-5.32143, -4.08906, -2.92457)  0.0984
H (-5.00424, -2.03590, -4.20804)  0.0900
H (-3.17582, -0.50228, -3.46301)  0.0779
C (-0.99960, 1.56159, 0.21739)  -0.2755
C (-1.02462, 2.81198, 0.11910)  -0.1706
C (-1.52490, 4.14097, -0.14166)  -0.2556
C (-1.01202, 5.32315, 0.40976)  -0.0510
C (-1.65610, 6.53490, 0.13788)  -0.1123
C (-2.76887, 6.59511, -0.67456)  -0.1137
C (-3.33841, 5.40482, -1.17228)  -0.0980
C (-2.78962, 4.17467, -0.85659)  -0.0287
H (-0.15139, 5.25551, 1.05775)  0.1012
H (-1.24049, 7.47221, 0.53412)  0.1016
H (-3.24037, 7.55823, -0.85205)  0.0938
H (-4.22612, 5.44317, -1.82765)  0.1040
H (-3.20824, 3.16250, -1.04075)  0.1230
I (4.30720, -3.46555, -4.88408)  0.7630
C (3.16363, -2.89798, -3.22652)  -0.7660
C (1.88705, -3.32428, -2.93289)  -0.1597
N (1.51040, -2.64673, -1.82895)  0.0010
N (2.48507, -1.78605, -1.39270)  0.0385
C (3.51050, -1.94540, -2.22588)  -0.2229
H (1.32882, -4.10100, -3.37241)  0.1038
H (0.70762, -2.75981, -1.24668)  0.0539
H (4.40060, -1.33071, -2.07867)  0.0995

Forces on atoms 1 to 3 (eV/Å):
Hg -0.360 -1.600 -0.482
C -0.488 0.264 0.939
C 0.871 -0.738 0.980

Properties
Molar mass   794.0 g/mol
Spin multiplicity   2
Largest force on an atom   4.29 eV/A
Charge   -1
E   -2317.669944 hartree
ΔE to the lowest compared entry with this formula, charge and spin   0.0 kJ/mol
<S²>   0.762
E_HOMO (alpha / beta)   -0.0351 / -0.1898 Eh

Record 2
C6H7O2S | the ωB97M-V functional and the def2-TZVPD basis

Last column: Löwdin charge in e.
Positions of all 16 atoms, in Å:
C (-0.45430, 1.20740, 0.36476)  -0.4879
C (2.29073, 0.06660, -0.52612)  -0.8531
C (-0.42907, -1.27035, -0.50675)  -0.2342
C (-0.82499, -0.47292, -1.68874)  -0.1381
C (-0.13117, 0.18661, -0.52972)  -0.2694
C (-0.51917, 0.79431, 1.88250)  -0.0343
O (-0.60666, 2.42344, 0.10108)  -0.0644
O (2.69199, 0.55412, -1.51871)  0.0111
S (2.58923, -0.98682, 0.63530)  0.6151
H (-1.13159, -1.77730, 0.26264)  0.1192
H (0.42521, -1.93344, -0.75004)  0.0552
H (-0.45239, -0.54606, -2.62487)  0.0465
H (-1.90999, -0.46193, -1.64322)  0.0870
H (-1.55479, 0.56918, 2.14563)  0.0668
H (-0.13711, 1.68492, 2.33240)  0.0501
H (0.15407, -0.03777, 2.06386)  0.0304

Forces on atoms 1 to 3 (eV/Å):
C -0.335 1.033 1.043
C -0.235 -0.199 -1.785
C 1.287 -1.739 1.476

Properties
Molar mass   143.2 g/mol
Spin multiplicity   1
Largest force on an atom   4.29 eV/A
Charge   -1
E   -781.448718 hartree
ΔE to the lowest compared entry with this formula, charge and spin   251.4 kJ/mol
E_HOMO   -0.1210 Eh

Record 3
C17H20N4OPdS7 | the ωB97M-V functional and the def2-TZVPD basis

Last column: Löwdin charge in e.
Positions of all 50 atoms, in Å:
Pd (1.77516, -0.02354, -0.66977)  0.7072
C (4.29172, -1.48052, 3.70297)  -0.4030
S (2.61146, -0.83581, 3.89725)  0.7874
C (2.38953, -0.28776, 2.21259)  -1.0967
S (1.76839, -1.44932, 1.10607)  0.5867
N (2.71528, 0.94775, 1.97485)  -0.0431
N (2.52965, 1.25752, 0.64753)  -0.1868
C (2.83493, 2.42192, 0.22170)  -0.0544
C (2.61197, 2.68027, -1.20585)  -0.2457
C (2.86691, 3.90231, -1.80072)  -0.0063
C (2.61415, 4.04727, -3.15922)  -0.0463
C (2.11577, 2.97453, -3.87500)  -0.0367
C (1.88527, 1.77675, -3.20892)  -0.0861
N (2.13697, 1.63790, -1.91753)  -0.0010
H (4.58837, -1.86628, 4.67662)  0.0295
H (4.97121, -0.68401, 3.40818)  0.0359
H (4.30851, -2.28779, 2.97418)  0.0298
H (3.22486, 3.18052, 0.89171)  0.1352
H (3.24954, 4.72294, -1.20983)  0.1183
H (2.80391, 4.99324, -3.64855)  0.1132
H (1.90305, 3.05192, -4.93137)  0.1103
H (1.48919, 0.89678, -3.70191)  0.1161
C (1.20274, -4.37276, -1.03314)  -0.3773
S (-0.10636, -4.69175, 0.17855)  0.8261
C (-1.55936, -4.28787, -0.69761)  -0.9981
C (-1.88807, -3.07092, -1.24161)  -1.0661
S (-0.98656, -1.64043, -1.11542)  0.7707
S (-3.46255, -3.03455, -2.03585)  0.8987
C (-3.97638, -4.63750, -1.64952)  -1.5078
S (-5.43387, -5.26900, -2.02384)  0.5550
S (-2.74395, -5.54179, -0.81118)  0.9242
H (2.09420, -4.82143, -0.59698)  0.0375
H (1.35919, -3.31126, -1.21302)  -0.0304
H (0.96640, -4.88107, -1.96560)  0.0495
C (-3.96085, 2.21700, 0.32142)  -0.0434
C (-3.03118, 1.44041, 1.26128)  -0.5940
C (-3.12857, 1.98914, 2.68989)  -0.0449
C (-3.37157, -0.05405, 1.23647)  -0.0457
C (-1.64335, 1.61410, 0.79198)  -0.1750
N (-0.56006, 1.68785, 0.41612)  0.1871
H (-4.99125, 2.09549, 0.65850)  0.0896
H (-3.88372, 1.84122, -0.69880)  0.0908
H (-3.71924, 3.27997, 0.32016)  0.0883
H (-4.15053, 1.86509, 3.05089)  0.0890
H (-2.87539, 3.04891, 2.72163)  0.0884
H (-2.45673, 1.45268, 3.35967)  0.0908
H (-4.39446, -0.19055, 1.59091)  0.0933
H (-2.69917, -0.61937, 1.88238)  0.0959
H (-3.29397, -0.45760, 0.22682)  0.0518
O (1.00885, -1.22657, -2.00910)  -0.7073

Forces on atoms 1 to 3 (eV/Å):
Pd -0.016 -0.309 0.278
C 0.004 -0.007 -0.007
S 0.008 0.011 -0.006

Properties
Molar mass   627.3 g/mol
Spin multiplicity   1
Largest force on an atom   1.45 eV/A
E   -3869.144408 hartree
ΔE to the lowest compared entry with this formula, charge and spin   0.0 kJ/mol
E_HOMO (alpha / beta)   -0.2805 / -0.2905 Eh

Record 4
CHN3O3 | the ωB97M-V functional and the def2-TZVPD basis

Last column: Löwdin charge in e.
Positions of all 8 atoms, in Å:
C (-2.74390, -0.83593, -1.12001)  -0.4143
N (-0.29819, 0.19844, 0.94739)  0.0960
N (0.40943, -0.74210, 1.22471)  -0.2464
N (1.59549, -1.15647, 0.49476)  -0.0121
O (-2.27732, -1.16296, -0.11068)  0.1575
O (-3.24859, -0.61846, -2.12931)  0.2207
O (2.18165, -2.06284, 1.01622)  0.0278
H (0.21221, -1.35948, 2.12087)  0.1708

Forces on atoms 1 to 3 (eV/Å):
C 0.062 -0.908 0.656
N 1.446 -0.911 -0.272
N -2.839 0.337 2.932

Properties
Molar mass   103.0 g/mol
Spin multiplicity   1
Largest force on an atom   4.10 eV/A
E   -428.552860 hartree
ΔE to the lowest compared entry with this formula, charge and spin   30.5 kJ/mol
E_HOMO   -0.3368 Eh